{
  "formula": "C3H3FO3S",
  "method": "wB97M-V/def2-TZVPD",
  "species": ["O", "C", "O", "C", "F", "C", "O", "S", "H", "H", "H"],
  "positions_angstrom": [[0.733, -1.528, 0.165], [0.009, -0.926, -0.569], [-0.910, -1.409, -1.555], [-0.049, 0.644, -0.334], [-1.024, 1.358, -1.049], [-0.142, 0.914, 1.052], [0.677, 0.129, 1.738], [-0.642, 2.448, 1.700], [-0.478, -2.338, -1.768], [0.921, 1.351, -0.603], [0.905, -0.642, 1.222]],
  "nbo_charge": [-0.56, 0.80, -0.64, -0.03, -0.32, 0.23, -0.63, -0.11, 0.50, 0.28, 0.48],
  "e_homo_ev": -8.707,
  "lumo_energy_ev": -0.681,
  "de_lowest_kcal_mol": 44.59,
  "energy_ev": -22852.4421,
  "gap_ha": 0.29496
}

---

{
  "formula": "C7H12",
  "method": "wB97M-V/def2-TZVPD",
  "species": ["C", "C", "C", "C", "C", "C", "C", "H", "H", "H", "H", "H", "H", "H", "H", "H", "H", "H", "H"],
  "positions_angstrom": [[-1.372, 1.431, -0.520], [-0.335, 0.549, -1.164], [0.444, -0.259, -0.075], [0.246, -1.494, 0.326], [-0.883, -2.502, 0.169], [2.012, 1.697, 0.552], [1.557, 0.477, 0.779], [-2.275, 0.851, -0.315], [-1.796, 2.333, -0.978], [-0.982, 1.871, 0.446], [0.371, 1.249, -1.552], [-0.816, -0.129, -1.833], [0.920, -2.095, 0.876], [-1.702, -2.111, -0.511], [-1.364, -2.811, 1.168], [-0.514, -3.523, -0.048], [2.070, 2.550, 1.149], [2.662, 2.099, -0.193], [1.756, -0.185, 1.723]],
  "mulliken_spin": [0.00, 0.06, -0.19, 0.28, -0.03, 0.60, 0.20, 0.00, 0.00, 0.02, -0.02, 0.00, -0.04, 0.00, 0.02, 0.01, -0.01, 0.05, 0.04],
  "e_homo_ev": [-0.074, -1.747],
  "lumo_energy_ev": [4.092, 4.078],
  "de_lowest_kcal_mol": 60.12,
  "energy_ev": -7448.8727,
  "s_squared": 0.76,
  "charge": -1,
  "gap_ha": [0.15311, 0.21406],
  "spin_multiplicity": 2
}

---

{
  "formula": "C53H52GdN9O2S2",
  "method": "wB97M-V/def2-TZVPD",
  "species": ["Gd", "C", "N", "C", "C", "N", "C", "C", "C", "C", "C", "C", "C", "S", "C", "C", "C", "C", "C", "C", "S", "H", "H", "H", "H", "H", "H", "H", "H", "H", "H", "H", "H", "H", "H", "H", "H", "H", "H", "N", "C", "N", "C", "N", "N", "C", "C", "C", "C", "C", "C", "N", "C", "C", "C", "C", "C", "C", "H", "H", "H", "H", "H", "H", "H", "H", "H", "H", "H", "C", "C", "C", "C", "C", "C", "C", "C", "N", "H", "H", "H", "H", "H", "H", "H", "H", "H", "C", "C", "C", "C", "C", "C", "N", "C", "C", "C", "C", "C", "C", "C", "O", "O", "C", "C", "H", "H", "H", "H", "H", "H", "H", "H", "H", "H", "H", "H", "H", "H"],
  "positions_angstrom": [[0.787, 0.302, -0.447], [3.583, 1.219, -3.195], [3.209, 2.030, -2.013], [4.297, 2.138, -1.091], [3.970, 2.752, 0.225], [2.814, 2.105, 0.884], [1.578, 2.914, 0.823], [3.189, 1.722, 2.246], [3.578, 2.642, 3.134], [4.451, 2.274, 4.263], [5.307, 1.178, 4.383], [5.486, 0.063, 3.571], [4.734, -0.299, 2.400], [2.089, -1.863, 1.009], [2.535, 3.239, -2.375], [3.192, 4.504, -2.323], [2.462, 5.659, -2.505], [1.112, 5.598, -2.815], [0.518, 4.365, -2.990], [1.207, 3.149, -2.782], [0.348, 1.661, -2.970], [2.720, 1.181, -3.879], [3.818, 0.223, -2.871], [4.480, 1.681, -3.631], [5.157, 2.675, -1.508], [4.568, 1.083, -0.911], [3.800, 3.847, 0.188], [4.851, 2.555, 0.860], [1.693, 3.904, 1.242], [0.819, 2.358, 1.424], [1.268, 3.065, -0.205], [3.486, 3.690, 2.871], [4.522, 2.993, 5.076], [5.978, 1.185, 5.219], [6.369, -0.449, 3.877], [4.236, 4.536, -2.012], [2.959, 6.620, -2.336], [0.523, 6.523, -2.845], [-0.559, 4.217, -3.328], [-4.072, -0.872, -0.361], [-3.091, 0.035, -0.568], [-2.412, 0.537, 0.390], [-2.439, -0.127, 1.648], [-1.389, -0.315, 2.352], [-0.220, -0.192, 1.700], [0.898, -0.030, 2.449], [2.093, -0.434, 1.985], [3.248, 0.270, 2.556], [5.233, -0.972, 1.350], [4.942, -1.478, 0.004], [3.870, -1.458, -0.792], [2.578, -1.259, -0.522], [-3.672, -0.820, 1.951], [-3.930, -1.252, 3.268], [-4.927, -2.169, 3.511], [-5.851, -2.482, 2.519], [-5.670, -1.981, 1.227], [-4.501, -1.190, 0.933], [-4.285, -1.541, -1.114], [-2.734, 0.259, -1.503], [0.815, 0.629, 3.298], [3.103, 0.178, 3.649], [6.239, -1.233, 1.514], [5.886, -1.840, -0.382], [4.064, -1.691, -1.837], [-3.278, -0.923, 4.070], [-4.980, -2.535, 4.531], [-6.654, -3.188, 2.728], [-6.374, -2.125, 0.447], [-3.019, 2.638, -2.065], [-2.771, 3.418, -0.799], [-3.301, 4.665, -0.641], [-3.138, 5.442, 0.510], [-2.399, 4.936, 1.555], [-1.911, 3.635, 1.458], [-1.341, 3.034, 2.754], [-2.035, 2.821, 0.271], [-1.430, 1.537, 0.090], [-3.920, 2.007, -1.943], [-2.152, 2.062, -2.427], [-3.374, 3.280, -2.883], [-3.883, 5.041, -1.475], [-3.539, 6.458, 0.539], [-2.355, 5.419, 2.525], [-2.251, 2.842, 3.339], [-0.707, 3.728, 3.271], [-0.831, 2.107, 2.562], [-4.834, -5.173, 1.302], [-3.436, -4.694, 0.862], [-2.668, -3.939, 1.728], [-1.363, -3.545, 1.381], [-0.822, -3.939, 0.179], [-1.615, -4.641, -0.723], [-1.200, -5.017, -1.998], [-0.217, -4.306, -2.764], [0.592, -5.104, -3.549], [1.480, -4.511, -4.403], [1.653, -3.125, -4.415], [0.832, -2.332, -3.603], [-0.164, -2.918, -2.816], [-1.144, -2.005, -2.163], [-2.341, -2.243, -2.325], [-0.616, -1.037, -1.531], [-2.938, -5.015, -0.385], [-3.737, -5.727, -1.431], [-4.890, -4.913, 2.355], [-4.886, -6.285, 1.175], [-5.651, -4.737, 0.719], [-3.086, -3.626, 2.676], [-0.887, -2.915, 2.080], [0.145, -3.504, -0.108], [-1.481, -5.891, -2.343], [0.506, -6.183, -3.466], [2.030, -5.274, -5.000], [2.406, -2.638, -5.045], [0.890, -1.269, -3.634], [-3.656, -5.066, -2.261], [-4.790, -5.818, -1.120], [-3.383, -6.721, -1.681]],
  "mulliken_spin": [6.54, 0.00, 0.00, -0.01, 0.00, 0.04, -0.04, 0.02, -0.04, 0.09, -0.02, 0.06, 0.02, 0.02, 0.01, 0.00, 0.00, 0.00, 0.00, -0.01, 0.03, 0.00, 0.00, 0.00, 0.00, 0.00, 0.00, 0.00, 0.00, 0.02, 0.02, 0.00, 0.00, 0.00, 0.01, 0.00, 0.00, 0.00, 0.00, 0.00, 0.00, 0.00, -0.01, 0.01, 0.03, -0.02, 0.01, -0.02, -0.01, 0.07, -0.04, 0.12, -0.02, 0.00, 0.00, 0.00, 0.00, 0.01, 0.00, 0.00, 0.00, 0.00, -0.01, 0.00, 0.01, 0.00, 0.00, 0.00, 0.00, 0.00, 0.00, 0.00, 0.00, 0.00, 0.00, 0.00, 0.00, 0.02, 0.00, 0.00, 0.00, 0.00, 0.00, 0.00, 0.00, 0.00, 0.00, 0.00, 0.00, 0.00, 0.00, 0.00, 0.00, 0.00, 0.00, 0.00, 0.00, 0.00, 0.00, -0.01, 0.02, 0.00, 0.08, 0.00, 0.00, 0.00, 0.00, 0.00, 0.00, 0.00, 0.00, 0.00, 0.00, 0.00, 0.00, 0.00, 0.00, 0.00, 0.00],
  "e_homo_ev": [-0.208, 0.137],
  "lumo_energy_ev": [3.904, 3.855],
  "energy_ev": -115813.2884,
  "s_squared": 16.11,
  "charge": -2,
  "gap_ha": [0.15111, 0.13664],
  "spin_multiplicity": 8
}

---

{
  "formula": "C5H15N3O",
  "method": "wB97M-V/def2-TZVPD",
  "species": ["C", "C", "N", "C", "O", "H", "H", "H", "H", "H", "H", "H", "H", "H", "C", "C", "N", "N", "H", "H", "H", "H", "H", "H"],
  "positions_angstrom": [[2.449, -0.050, -0.238], [1.089, -0.669, -0.544], [1.139, -2.048, -1.010], [0.282, 0.159, -1.520], [-0.761, -0.542, -2.147], [3.080, -0.040, -1.129], [2.328, 0.977, 0.099], [2.957, -0.610, 0.547], [0.453, -0.654, 0.438], [1.790, -2.135, -1.786], [1.431, -2.674, -0.268], [-0.223, 0.958, -0.892], [0.924, 0.608, -2.288], [-0.601, -1.480, -1.959], [-0.733, -0.073, 1.907], [-1.473, 0.783, 1.149], [-2.607, 0.350, 0.499], [-1.267, 2.168, 1.187], [0.000, 0.313, 2.592], [-1.057, -1.089, 2.058], [-3.367, -0.252, 0.755], [-2.923, 0.759, -0.364], [-0.884, 2.499, 2.058], [-2.028, 2.742, 0.854]],
  "nbo_charge": [-0.62, -0.13, -0.86, -0.07, -0.74, 0.20, 0.21, 0.21, 0.24, 0.35, 0.37, 0.18, 0.15, 0.49, -0.60, 0.37, -0.87, -0.84, 0.20, 0.21, 0.40, 0.38, 0.39, 0.38],
  "e_homo_ev": -7.674,
  "lumo_energy_ev": 0.912,
  "de_lowest_kcal_mol": 44.98,
  "energy_ev": -11944.7990,
  "gap_ha": 0.31551
}

---

{
  "formula": "C27H27N3O7P2Ru",
  "method": "wB97M-V/def2-TZVPD",
  "species": ["C", "C", "C", "C", "C", "C", "C", "C", "C", "C", "C", "C", "C", "H", "H", "H", "H", "H", "H", "H", "N", "Ru", "C", "H", "H", "C", "H", "H", "P", "P", "C", "H", "H", "H", "C", "H", "H", "H", "C", "H", "H", "H", "C", "H", "H", "H", "C", "O", "H", "O", "C", "O", "C", "C", "C", "C", "C", "C", "N", "O", "O", "N", "O", "O", "H", "H", "H"],
  "positions_angstrom": [[4.821, 2.119, -0.058], [3.488, 2.495, -0.158], [2.897, 2.628, -1.452], [3.626, 2.247, -2.636], [4.980, 1.841, -2.467], [5.564, 1.791, -1.209], [2.913, 2.212, -3.840], [1.556, 2.556, -3.906], [0.901, 2.903, -2.668], [-0.511, 3.111, -2.623], [-1.228, 3.080, -3.813], [-0.590, 2.798, -5.035], [0.767, 2.530, -5.084], [5.279, 2.071, 0.933], [5.543, 1.560, -3.357], [6.604, 1.482, -1.094], [3.433, 1.901, -4.749], [-2.299, 3.289, -3.789], [-1.175, 2.795, -5.955], [1.266, 2.269, -6.017], [1.592, 2.947, -1.518], [-0.192, 0.161, 0.329], [2.590, 2.683, 1.049], [1.847, 3.461, 0.848], [3.174, 2.939, 1.942], [-1.160, 3.344, -1.274], [-0.462, 3.877, -0.617], [-2.089, 3.918, -1.399], [1.597, 1.173, 1.440], [-1.596, 1.803, -0.317], [-2.994, 1.107, -1.260], [-3.354, 0.214, -0.727], [-3.804, 1.847, -1.352], [-2.641, 0.821, -2.260], [-2.355, 2.417, 1.232], [-3.260, 2.999, 1.004], [-2.610, 1.545, 1.853], [-1.634, 3.043, 1.773], [2.839, -0.092, 1.780], [3.526, 0.263, 2.559], [2.316, -1.006, 2.093], [3.405, -0.290, 0.863], [0.856, 1.518, 3.062], [0.361, 0.606, 3.424], [1.645, 1.817, 3.761], [0.112, 2.317, 2.970], [-0.159, -0.795, -1.254], [-0.207, -1.355, -2.287], [0.971, 1.026, -0.428], [0.408, -2.142, 2.131], [-0.805, -1.892, 2.125], [-1.369, -0.833, 1.587], [-1.791, -2.852, 2.730], [-3.174, -2.686, 2.552], [-4.065, -3.672, 3.037], [-3.576, -4.787, 3.733], [-2.197, -4.916, 3.961], [-1.298, -3.967, 3.428], [-1.671, -6.036, 4.697], [-2.470, -6.898, 5.122], [-0.437, -6.100, 4.881], [-5.466, -3.583, 2.704], [-5.853, -2.611, 2.021], [-6.227, -4.493, 3.088], [-3.545, -1.813, 2.016], [-4.254, -5.556, 4.079], [-0.222, -4.087, 3.558]],
  "mulliken_spin": [0.01, -0.01, 0.00, 0.00, 0.00, 0.00, 0.01, 0.01, 0.00, -0.03, 0.02, 0.00, 0.01, 0.00, 0.00, 0.00, 0.00, 0.00, 0.00, 0.00, 0.01, 2.63, 0.02, 0.00, -0.01, 0.03, 0.01, 0.00, 0.04, 0.01, 0.01, -0.01, 0.00, 0.00, 0.02, 0.01, 0.00, 0.00, 0.02, 0.00, -0.02, 0.01, 0.05, -0.01, 0.01, 0.00, -0.01, 0.09, -0.03, 0.02, 0.04, 0.03, -0.04, 0.11, -0.03, 0.11, -0.06, 0.08, 0.00, -0.01, -0.01, 0.39, 0.52, 0.92, 0.02, 0.01, 0.01],
  "e_homo_ev": [-10.042, -10.948],
  "lumo_energy_ev": [-3.775, -5.907],
  "energy_ev": -68384.9503,
  "s_squared": 8.79,
  "charge": 1,
  "gap_ha": [0.23030, 0.18527],
  "spin_multiplicity": 6
}

---

{
  "formula": "CHO2Yb",
  "method": "wB97M-V/def2-TZVPD",
  "species": ["H", "O", "O", "C", "Yb"],
  "positions_angstrom": [[-0.716, 1.445, -0.005], [1.193, -0.681, 0.077], [-0.586, 0.464, -0.193], [0.828, 0.439, -0.345], [-0.718, -1.667, 0.467]],
  "nbo_charge": [0.56, -0.87, -0.94, 0.44, 1.80],
  "e_homo_ev": -12.718,
  "lumo_energy_ev": -5.883,
  "de_lowest_kcal_mol": 0.00,
  "energy_ev": -36669.2091,
  "charge": 1,
  "gap_ha": 0.25115
}